17
Properties=species:S:1:pos:R:3:forces:R:3:nbo_charge:R:1 method="wB97M-V/def2-TZVPD" lumo_ev=1.186 homo_lumo_gap_ha=0.357 molar_mass_g_mol=98.1 charge=0 e_above_lowest_kj_mol=425.1
C -0.369 -2.502 0.420 0.1 -0.1 0.0 -0.6528
C -0.769 -1.122 0.843 0.0 0.0 0.3 -0.2724
C -0.046 -0.012 0.957 -0.3 -0.1 0.1 0.1304
O 1.189 0.250 0.447 -0.2 -0.2 0.0 -0.5236
C 1.241 1.592 -0.056 0.2 0.2 0.1 0.0479
C 0.423 2.031 -1.211 0.0 0.2 0.1 -0.1812
C 0.021 2.428 -0.041 0.0 0.2 -0.2 -0.2157
H -0.718 -3.180 1.208 0.1 -0.1 -0.2 0.2195
H 0.715 -2.611 0.336 -0.1 0.1 -0.1 0.2234
H -0.832 -2.840 -0.516 0.0 0.2 0.1 0.2157
H -1.783 -1.011 1.219 0.1 -0.1 0.2 0.2029
H -0.329 -0.613 -1.499 0.0 0.0 -0.2 0.0176
H -0.476 0.821 1.506 -0.1 0.0 -0.2 0.1666
H 2.238 1.993 0.119 -0.1 -0.1 0.1 0.1809
H 0.263 2.023 -2.277 0.1 0.0 0.2 0.2304
H -0.040 -0.164 -2.015 -0.1 -0.3 -0.1 -0.0197
H -0.728 2.918 0.561 0.2 0.1 -0.1 0.2302

=====

17
Properties=species:S:1:pos:R:3:forces:R:3:nbo_charge:R:1 method="wB97M-V/def2-TZVPD" lumo_ev=0.840 homo_lumo_gap_ha=0.313 molar_mass_g_mol=98.1 charge=0 e_above_lowest_kj_mol=451.9
O 0.723 -1.495 1.345 0.1 0.1 -0.1 -0.7012
C 1.729 -1.091 0.737 0.0 0.1 -0.1 0.3363
C 1.822 0.156 0.077 0.0 -0.2 -0.1 -0.6178
C 0.686 1.100 0.287 -0.3 0.1 0.0 -0.3728
C -0.793 0.734 -0.765 0.0 0.2 0.0 -0.3730
C -1.243 -0.684 -1.163 0.1 -0.1 -0.1 -0.3867
C -1.920 0.035 -0.056 0.0 0.0 0.1 -0.4070
H 2.633 -1.737 0.682 -0.2 0.1 0.0 0.1174
H 2.695 0.458 -0.491 -0.2 0.0 0.1 0.2274
H 0.460 0.303 -0.698 -0.1 -0.2 -0.2 0.4772
H 0.882 2.133 0.003 -0.1 -0.3 0.0 0.2424
H 0.196 0.965 1.248 0.0 0.0 -0.1 0.2577
H -1.004 1.539 -1.466 0.2 -0.2 0.2 0.2386
H -1.733 -0.787 -2.129 0.2 0.1 0.2 0.2267
H -0.590 -1.507 -0.883 -0.1 0.1 0.0 0.2561
H -2.927 0.420 -0.210 0.3 0.0 0.0 0.2259
H -1.704 -0.324 0.947 0.0 0.0 -0.1 0.2528

=====

17
Properties=species:S:1:pos:R:3:forces:R:3:nbo_charge:R:1 method="wB97M-V/def2-TZVPD" lumo_ev=0.861 homo_lumo_gap_ha=0.343 molar_mass_g_mol=98.1 charge=0 smiles="CC1=CCC[C@H]1O" e_above_lowest_kj_mol=186.6
C -1.524 0.527 1.221 -0.2 0.0 0.2 -0.6311
C -0.111 0.491 0.748 -0.1 -0.1 -0.2 0.0146
C 0.175 1.285 -0.304 -0.2 -0.1 0.0 -0.2009
C 0.185 0.353 -1.480 0.1 0.0 -0.2 -0.4223
C 0.766 -0.964 -0.940 0.1 -0.1 -0.1 -0.4365
C 0.586 -0.854 0.591 -0.3 -0.1 -0.2 0.0530
O 1.811 -0.901 1.308 0.1 0.2 0.0 -0.7058
H -1.779 -0.118 2.061 0.1 0.2 0.1 0.2178
H -2.012 0.116 0.298 -0.2 0.0 0.8 0.2008
H -1.931 1.534 1.337 0.1 -0.1 0.2 0.2268
H -0.185 2.309 -0.400 -0.1 -0.2 0.0 0.2002
H 0.568 0.704 -2.437 0.2 0.0 0.0 0.2153
H -0.922 0.188 -1.584 0.6 0.1 -0.5 0.1844
H 0.244 -1.831 -1.353 0.1 0.1 0.0 0.2140
H 1.826 -1.067 -1.178 -0.1 0.0 0.0 0.2220
H 0.011 -1.688 1.005 -0.1 0.2 -0.1 0.1814
H 2.291 -0.085 1.107 -0.1 -0.1 0.1 0.4664

=====

17
Properties=species:S:1:pos:R:3:forces:R:3:nbo_charge:R:1 method="wB97M-V/def2-TZVPD" lumo_ev="0.736 / 0.475" homo_lumo_gap_ha="0.322 / 0.279" molar_mass_g_mol=98.1 charge=0 e_above_lowest_kj_mol=332.8
C -1.501 0.965 -0.452 -0.2 0.1 -0.1 -0.6297
C 0.018 1.058 -0.705 -0.2 0.2 -0.2 0.0122
O 0.728 1.476 0.454 -0.4 0.2 -0.2 -0.4808
C 1.334 0.421 1.004 0.8 -0.2 1.8 0.1439
C 0.582 -0.864 1.185 -0.2 0.1 0.1 -0.5016
C 0.343 -1.437 -0.205 0.4 -0.2 0.1 -0.4749
C 0.483 -0.282 -1.142 -1.0 -0.4 -1.2 -0.1358
H -1.832 -0.047 -0.178 0.2 0.3 0.0 0.2057
H -1.774 1.638 0.357 -0.1 0.2 0.0 0.2275
H -2.040 1.243 -1.361 0.0 0.0 0.1 0.2180
H 0.235 1.836 -1.446 -0.1 -0.2 0.0 0.2034
H 1.958 0.752 1.844 0.0 -0.2 -0.4 0.1657
H -0.388 -0.654 1.674 0.2 0.0 0.0 0.2089
H 1.126 -1.545 1.847 0.0 0.2 -0.1 0.2246
H 1.160 -2.124 -0.440 -0.1 -0.2 0.0 0.2295
H -0.595 -2.025 -0.274 0.2 0.3 -0.2 0.2031
H 0.131 -0.476 -2.165 0.5 -0.1 0.1 0.1804

=====

17
Properties=species:S:1:pos:R:3:forces:R:3:nbo_charge:R:1 method="wB97M-V/def2-TZVPD" lumo_ev=1.099 homo_lumo_gap_ha=0.384 molar_mass_g_mol=98.1 charge=0 smiles=C[C@H]1O[C@H]2CC[C@H]21 e_above_lowest_kj_mol=133.4
C 1.875 0.875 -0.011 0.0 0.0 0.0 -0.6349
C 1.168 -0.460 0.080 0.3 0.1 -0.2 0.1113
O 0.557 -0.676 1.372 0.1 0.0 0.1 -0.5329
C -0.702 -0.974 0.764 -0.3 -0.2 0.1 0.1131
C -1.600 0.274 0.610 -0.1 0.1 0.1 -0.4357
C -1.210 0.337 -0.889 0.0 0.1 -0.1 -0.4045
C -0.155 -0.765 -0.663 0.0 -0.1 -0.2 -0.2668
H 1.194 1.711 0.175 0.0 -0.1 -0.1 0.2084
H 2.665 0.911 0.748 -0.1 0.0 -0.1 0.2229
H 2.341 1.003 -0.994 -0.1 0.0 0.1 0.2133
H 1.894 -1.263 -0.112 -0.1 0.1 0.0 0.1711
H -1.146 -1.904 1.130 0.0 0.1 0.0 0.1819
H -1.208 1.101 1.208 -0.1 -0.1 0.0 0.2188
H -2.665 0.146 0.825 0.2 0.0 -0.1 0.2086
H -2.013 -0.070 -1.511 0.1 0.1 0.0 0.2097
H -0.910 1.302 -1.311 0.1 -0.1 0.1 0.2062
H -0.083 -1.549 -1.419 0.0 0.1 0.1 0.2095

=====

17
Properties=species:S:1:pos:R:3:forces:R:3:nbo_charge:R:1 method="wB97M-V/def2-TZVPD" lumo_ev=1.034 homo_lumo_gap_ha=0.385 molar_mass_g_mol=98.1 charge=0 smiles="O[C@@H]1C=CCCC1" e_above_lowest_kj_mol=21.9
O -1.178 1.332 -1.889 -0.2 -0.1 -0.1 -0.7087
C -0.165 0.844 -1.021 0.1 -0.1 0.2 0.0530
C -0.535 1.071 0.477 0.0 0.0 0.0 -0.4238
C -0.244 -0.112 1.412 -0.1 0.0 0.0 -0.3910
C 0.996 -0.904 0.977 0.0 0.1 0.0 -0.4490
C 0.802 -1.369 -0.442 -0.1 0.0 -0.1 -0.1775
C 0.213 -0.582 -1.341 0.1 0.0 0.1 -0.2271
H -1.980 0.818 -1.732 0.1 0.1 0.0 0.4593
H 0.703 1.469 -1.264 -0.1 0.0 0.0 0.1870
H -1.603 1.320 0.519 0.2 0.0 0.0 0.2133
H -0.011 1.962 0.840 0.0 -0.1 -0.1 0.2082
H -1.097 -0.801 1.415 0.1 0.1 -0.1 0.1986
H -0.135 0.247 2.442 0.0 0.0 -0.2 0.2097
H 1.895 -0.270 1.046 -0.2 -0.1 0.0 0.2095
H 1.160 -1.752 1.650 0.0 0.1 -0.1 0.2156
H 1.125 -2.370 -0.720 0.0 0.1 0.0 0.2073
H 0.054 -0.905 -2.370 0.0 0.1 0.2 0.2155

=====

For each record above, in turn, the calculated DFT total energy values are -8426.8341; -8426.5569; -8429.3060; -8427.7906; -8429.8582; -8431.0136 eV.